Entry 1:
Density functional theory data (ωB97M-V/def2-TZVPD) for a structure of composition C4H6DyO5 in a non-equilibrium geometry.

Geometry as ORCA input:
```
! RIJCOSX wB97M-V def2-TZVPD def2/J DEFGRID3
* xyz 3 6
O 2.327 -2.793 3.036
C 2.298 -1.672 2.375
O 1.029 -1.135 2.198
O 3.252 -1.099 1.953
H 1.484 -3.150 3.345
C 0.450 1.578 -2.788
C -0.770 1.827 -2.351
O -1.348 0.999 -1.364
C -2.662 1.027 -1.192
O -2.809 0.165 -0.192
Dy -0.806 -0.636 0.555
H 0.851 2.218 -3.573
H 1.049 0.741 -2.428
H -1.446 2.613 -2.680
H 0.829 -0.682 3.041
H -3.729 0.000 0.065
*
```

Values from the calculation:
Energy = -1415.91081 a.u.

=====

Entry 2:
Density functional theory data (ωB97M-V/def2-TZVPD) for the molecule C3H6O2S in a non-equilibrium geometry.

Geometry as ORCA input:
```
! RIJCOSX wB97M-V def2-TZVPD def2/J DEFGRID3
* xyz 0 1
O -1.158 -1.225 0.322
C 0.057 -1.124 -0.456
C 0.936 0.081 -0.130
S 2.560 0.004 0.023
C 0.120 1.340 0.166
O -1.213 1.322 -0.283
H -0.910 -1.422 1.230
H 0.594 -2.061 -0.302
H -0.263 -1.099 -1.492
H 0.616 2.249 -0.258
H 0.234 1.469 1.256
H -1.573 0.463 -0.076
*
```

Values from the calculation:
Energy relative to the best compared isomer or geometry (same formula, charge and spin) = 165.34 kJ/mol
Structure (SMILES) = OCC(=S)CO

=====

Entry 3:
Density functional theory data (ωB97M-V/def2-TZVPD) for a structure of composition C31H50ErP2 in a non-equilibrium geometry.

Geometry as ORCA input:
```
! RIJCOSX wB97M-V def2-TZVPD def2/J DEFGRID3
* xyz 1 4
Er -0.313 -1.779 1.414
C 0.978 -0.317 2.899
C -0.437 -0.187 3.171
C 0.185 -2.383 3.565
C 1.338 -1.688 3.122
C -0.927 -1.462 3.628
C 1.987 0.761 2.865
H 1.596 1.744 3.144
H 2.416 0.856 1.865
H 2.846 0.554 3.531
C 2.676 -2.282 2.976
H 3.166 -1.955 2.050
H 2.618 -3.375 2.973
H 3.310 -1.998 3.830
C -0.003 -3.862 3.507
H 0.237 -4.269 4.503
H 0.651 -4.348 2.761
H -1.039 -4.139 3.260
C -2.309 -1.980 3.648
H -2.494 -2.446 4.629
H -2.442 -2.800 2.909
H -3.066 -1.198 3.494
C -1.196 1.090 3.167
H -1.935 1.097 3.993
H -1.757 1.259 2.229
H -0.514 1.943 3.279
C 0.828 2.142 -0.604
C 0.384 3.057 0.275
C -0.923 3.790 0.354
C -2.072 3.274 -0.544
C -2.619 2.010 0.012
C -2.084 0.773 0.076
C -0.833 0.224 -0.589
C -0.016 1.241 -1.464
H -0.711 4.849 0.136
H -1.720 3.187 -1.581
H -1.253 3.745 1.410
H -0.660 1.752 -2.195
H 1.925 1.945 -0.590
H 1.185 3.586 0.823
H 0.659 0.597 -2.071
H 0.048 -0.166 0.073
H -2.622 -0.009 0.683
H -1.147 -0.628 -1.246
H -2.880 4.031 -0.542
H -3.589 2.168 0.518
P -2.210 0.052 -3.681
P -3.573 -2.576 -2.933
C -3.444 -0.633 -4.897
C -3.674 -2.123 -4.757
H -3.070 -0.376 -5.897
H -4.373 -0.083 -4.724
H -4.655 -2.397 -5.164
H -2.917 -2.696 -5.311
C -4.128 -4.319 -3.222
H -4.412 -4.759 -2.262
H -3.292 -4.894 -3.635
H -4.976 -4.376 -3.920
C -5.257 -1.907 -2.511
H -5.999 -2.073 -3.311
H -5.193 -0.833 -2.301
H -5.595 -2.414 -1.599
C -0.791 -0.110 -4.863
H 0.143 0.325 -4.466
H -1.098 0.442 -5.767
H -0.647 -1.167 -5.122
C -2.576 1.819 -4.144
H -3.622 1.926 -4.464
H -1.927 2.084 -4.992
H -2.396 2.515 -3.317
C 4.642 0.871 0.411
C 5.786 1.292 1.109
C 6.911 1.925 0.454
C 8.067 2.207 1.161
C 8.175 1.902 2.527
C 7.089 1.318 3.198
C 5.927 0.988 2.516
H 3.994 0.104 0.860
H 4.510 1.168 -0.639
H 6.816 2.110 -0.636
H 8.928 2.634 0.630
H 9.097 2.117 3.064
H 7.171 1.071 4.253
H 5.097 0.458 3.007
*
```

Values from the calculation:
Energy = -2908.52343 a.u.

=====

Entry 4:
Density functional theory data (ωB97M-V/def2-TZVPD) for the molecule C22H32N2O4.

Geometry as ORCA input:
```
! RIJCOSX wB97M-V def2-TZVPD def2/J DEFGRID3
* xyz 0 1
C -4.248 -0.642 3.040
C -5.347 -0.816 1.993
O -5.317 0.182 0.997
C -4.357 0.145 0.031
C -3.452 -0.882 -0.171
C -2.517 -0.834 -1.204
C -1.498 -1.938 -1.349
N -0.265 -1.734 -0.599
C -0.453 -1.665 0.835
C 0.906 -1.694 1.529
N 1.715 -0.594 1.046
C 2.933 -0.399 1.819
C 3.645 0.843 1.404
C 3.428 2.158 1.681
C 4.417 2.887 0.970
C 5.171 1.970 0.305
C 6.347 2.102 -0.595
O 4.706 0.724 0.564
C 1.900 -0.655 -0.396
C 2.658 -1.895 -0.921
C 3.478 -1.580 -2.172
O 4.724 -0.989 -1.885
C 0.510 -0.592 -1.038
C -2.506 0.265 -2.042
C -3.410 1.303 -1.861
C -4.334 1.263 -0.834
O -5.261 2.227 -0.569
C -5.311 3.350 -1.411
H -3.263 -0.737 2.590
H -4.357 -1.395 3.815
H -4.326 0.344 3.490
H -6.326 -0.694 2.464
H -5.304 -1.817 1.546
H -3.464 -1.752 0.467
H -1.925 -2.886 -1.008
H -1.217 -2.048 -2.400
H -0.980 -0.741 1.132
H -1.041 -2.528 1.156
H 1.384 -2.672 1.357
H 0.762 -1.569 2.606
H 2.634 -0.302 2.867
H 3.635 -1.247 1.740
H 2.661 2.557 2.311
H 4.545 3.950 0.960
H 6.206 1.504 -1.494
H 6.484 3.144 -0.869
H 7.249 1.747 -0.097
H 2.443 0.254 -0.680
H 1.928 -2.674 -1.145
H 3.342 -2.278 -0.161
H 2.898 -0.924 -2.841
H 3.708 -2.500 -2.717
H 4.622 -0.397 -1.126
H 0.032 0.362 -0.759
H 0.611 -0.632 -2.124
H -1.796 0.320 -2.854
H -3.378 2.144 -2.536
H -4.376 3.920 -1.383
H -6.120 3.969 -1.027
H -5.532 3.069 -2.447
*
```

Values from the calculation:
Energy relative to the best compared isomer or geometry (same formula, charge and spin) = 406.85 kJ/mol
Structure (SMILES) = CCOc1cc(CN2CCN(Cc3ccc(C)o3)[C@@H](CCO)C2)ccc1OC

=====

> Which formula does entry 2 have?

C3H6O2S

=====

Please write out number 4 again, unchanged.
Density functional theory data (ωB97M-V/def2-TZVPD) for the molecule C22H32N2O4.

Geometry as ORCA input:
```
! RIJCOSX wB97M-V def2-TZVPD def2/J DEFGRID3
* xyz 0 1
C -4.248 -0.642 3.040
C -5.347 -0.816 1.993
O -5.317 0.182 0.997
C -4.357 0.145 0.031
C -3.452 -0.882 -0.171
C -2.517 -0.834 -1.204
C -1.498 -1.938 -1.349
N -0.265 -1.734 -0.599
C -0.453 -1.665 0.835
C 0.906 -1.694 1.529
N 1.715 -0.594 1.046
C 2.933 -0.399 1.819
C 3.645 0.843 1.404
C 3.428 2.158 1.681
C 4.417 2.887 0.970
C 5.171 1.970 0.305
C 6.347 2.102 -0.595
O 4.706 0.724 0.564
C 1.900 -0.655 -0.396
C 2.658 -1.895 -0.921
C 3.478 -1.580 -2.172
O 4.724 -0.989 -1.885
C 0.510 -0.592 -1.038
C -2.506 0.265 -2.042
C -3.410 1.303 -1.861
C -4.334 1.263 -0.834
O -5.261 2.227 -0.569
C -5.311 3.350 -1.411
H -3.263 -0.737 2.590
H -4.357 -1.395 3.815
H -4.326 0.344 3.490
H -6.326 -0.694 2.464
H -5.304 -1.817 1.546
H -3.464 -1.752 0.467
H -1.925 -2.886 -1.008
H -1.217 -2.048 -2.400
H -0.980 -0.741 1.132
H -1.041 -2.528 1.156
H 1.384 -2.672 1.357
H 0.762 -1.569 2.606
H 2.634 -0.302 2.867
H 3.635 -1.247 1.740
H 2.661 2.557 2.311
H 4.545 3.950 0.960
H 6.206 1.504 -1.494
H 6.484 3.144 -0.869
H 7.249 1.747 -0.097
H 2.443 0.254 -0.680
H 1.928 -2.674 -1.145
H 3.342 -2.278 -0.161
H 2.898 -0.924 -2.841
H 3.708 -2.500 -2.717
H 4.622 -0.397 -1.126
H 0.032 0.362 -0.759
H 0.611 -0.632 -2.124
H -1.796 0.320 -2.854
H -3.378 2.144 -2.536
H -4.376 3.920 -1.383
H -6.120 3.969 -1.027
H -5.532 3.069 -2.447
*
```

Values from the calculation:
Energy relative to the best compared isomer or geometry (same formula, charge and spin) = 406.85 kJ/mol
Structure (SMILES) = CCOc1cc(CN2CCN(Cc3ccc(C)o3)[C@@H](CCO)C2)ccc1OC